Entry 1:
Computed, not measured: a 2-piece molecular cluster, C13H29ClN3OS overall at a distorted geometry, with ωB97M-V/def2-TZVPD.

Each line ends with the Mulliken charge.
Positions of all 48 atoms, in Å:
C -3.12 1.88 -4.18  -1.089
C -2.48 0.61 -3.63  -0.268
S -0.65 0.67 -3.63  -0.132
C -0.35 1.26 -1.97  -0.651
N -0.46 0.13 -1.01  0.269
C -0.54 0.24 0.30  0.250
N -0.60 1.52 0.85  -0.297
C -1.62 1.70 1.91  -0.584
C -1.99 0.44 2.72  -0.638
C -1.53 -0.91 2.15  -0.594
N -0.47 -0.82 1.11  0.549
C 0.03 -2.09 0.59  -0.771
Cl 0.99 -2.77 1.94  -0.108
C -0.97 -3.07 -0.02  -0.506
C -0.46 -3.64 -1.35  -1.324
H -3.10 2.69 -3.45  0.286
H -2.61 2.22 -5.08  0.300
H -4.17 1.69 -4.43  0.357
H -2.75 -0.27 -4.21  0.458
H -2.80 0.41 -2.60  0.144
H -1.04 2.04 -1.67  0.396
H 0.67 1.66 -1.94  0.268
H -0.44 -0.78 -1.45  -0.033
H 0.32 1.66 1.28  0.285
H -1.19 2.44 2.59  0.341
H -2.50 2.17 1.47  0.318
H -3.08 0.38 2.78  0.274
H -1.63 0.54 3.74  0.344
H -1.14 -1.55 2.95  0.414
H -2.36 -1.44 1.69  0.373
H 0.80 -1.81 -0.14  0.643
H -1.15 -3.88 0.68  0.515
H -1.93 -2.55 -0.16  0.254
H -0.46 -2.90 -2.16  0.319
H -1.10 -4.46 -1.67  0.418
H 0.55 -4.03 -1.25  0.293
C 4.11 1.09 0.18  -1.296
C 3.39 1.26 1.50  0.336
C 4.20 0.75 2.67  -1.341
O 2.10 0.61 1.47  -0.316
H 4.32 0.03 -0.01  0.339
H 3.50 1.47 -0.64  0.245
H 5.06 1.62 0.18  0.427
H 3.15 2.31 1.66  0.310
H 4.41 -0.32 2.55  0.343
H 3.67 0.89 3.61  0.340
H 5.16 1.27 2.74  0.411
H 2.26 -0.33 1.34  0.129

Properties
Net charge   +1
Largest force on an atom   1.09 eV/A
ΔE to the lowest compared entry with this formula, charge and spin   0.000 eV
E_HOMO   -12.302 eV



Entry 2:
Computed, not measured: one molecule with the formula C4H6N2O, with ωB97M-V/def2-TZVPD.

Each line ends with the Mulliken charge.
Positions of all 13 atoms, in Å:
C -1.92 -0.77 0.01  -0.844
N -0.52 -0.44 0.00  0.543
N 0.45 -1.42 -0.03  -0.765
C 1.58 -0.81 -0.01  -0.236
C 1.47 0.69 0.02  -0.235
C -0.04 0.85 0.03  0.325
O -0.70 1.86 -0.04  -0.631
H -2.13 -1.38 0.90  0.286
H -2.21 -1.28 -0.89  0.294
H -2.49 0.18 0.09  0.326
H 2.52 -1.39 0.00  0.408
H 1.96 1.16 -0.84  0.267
H 1.92 1.14 0.93  0.260

Properties
Largest force on an atom   0.76 eV/A
ΔE to the lowest compared entry with this formula, charge and spin   1.211 eV
E_HOMO   -9.070 eV



Entry 3:
Computed, not measured: one molecule with the formula CH4N2O2S at a distorted geometry, with ωB97M-V/def2-TZVPD.

Each line ends with the Mulliken charge.
Positions of all 10 atoms, in Å:
O -0.23 1.46 -0.14  -0.620
C -0.10 0.25 -0.08  0.651
N -1.25 -0.55 0.02  -0.197
O -2.41 0.19 0.01  -0.397
N 1.06 -0.52 -0.12  -0.311
S 2.58 0.25 -0.12  -0.120
H -1.31 -1.15 -0.75  0.233
H -2.09 1.13 -0.10  0.346
H 0.99 -1.50 0.07  0.274
H 2.76 0.45 1.23  0.143

Properties
Largest force on an atom   1.89 eV/A
ΔE to the lowest compared entry with this formula, charge and spin   1.269 eV
E_HOMO   -9.662 eV



Entry 4:
Computed, not measured: a 2-piece molecular cluster, C3H11N overall at a distorted geometry, with ωB97M-V/def2-TZVPD.

Each line ends with the Mulliken charge.
Positions of all 15 atoms, in Å:
C -1.39 -1.49 1.41  -0.845
C -0.84 -0.18 0.85  -0.325
N -0.56 -0.36 -0.58  -0.640
H -2.44 -1.74 1.35  0.318
H -1.23 -1.31 2.55  0.248
H -0.69 -2.26 1.03  0.220
H 0.04 0.51 1.40  0.276
H -1.82 0.33 0.85  0.211
H -0.43 0.57 -0.99  0.256
H 0.28 -0.99 -0.51  0.282
C 1.76 1.44 -1.54  -0.984
H 1.10 0.93 -2.20  0.268
H 2.32 0.55 -0.91  0.199
H 2.67 2.06 -1.90  0.257
H 1.23 1.95 -0.80  0.258

Properties
Largest force on an atom   5.56 eV/A
ΔE to the lowest compared entry with this formula, charge and spin   2.021 eV
E_HOMO   -9.264 eV



Entry 5:
Computed, not measured: a 2-piece molecular cluster, C3H6BrClIN overall at a distorted geometry, with ωB97M-V/def2-TZVPD.

Each line ends with the Mulliken charge.
Positions of all 13 atoms, in Å:
C 0.86 -0.42 -1.09  -0.864
C 0.54 -0.17 1.20  -0.721
C -0.82 1.12 -0.33  0.350
N 0.29 0.47 -0.13  -0.052
Cl -1.27 1.61 -1.98  -0.237
Br -1.59 2.31 0.97  -0.143
I -2.54 -1.93 0.75  0.078
H 1.91 -0.57 -0.92  0.249
H 0.31 -1.38 -0.87  0.315
H 0.69 0.02 -2.05  0.352
H 1.54 -0.53 1.20  0.270
H 0.22 0.48 1.98  0.282
H -0.14 -1.01 1.27  0.121

Properties
Expectation value of S²   2.007
Largest force on an atom   4.52 eV/A
2S+1   3
E_HOMO (spin up / spin down)   -6.449 / -9.881 eV



Entry 6:
Computed, not measured: C18H37OP3PtS as an isolated structure at a distorted geometry, with ωB97M-V/def2-TZVPD.

Each line ends with the Mulliken charge.
Positions of all 61 atoms, in Å:
Pt 0.03 0.16 -0.52  2.001
P -0.70 1.78 0.92  0.219
P -2.13 -0.83 -0.74  0.710
P 2.36 0.77 -0.51  0.742
H 0.88 -2.17 -7.12  0.383
C 1.86 -2.15 -6.62  -0.178
C 2.11 -3.06 -5.65  -0.514
H 1.49 -3.97 -5.61  0.385
C -1.02 3.19 -0.19  -1.152
C -2.24 1.46 1.79  -1.136
C 0.42 2.31 2.23  -1.250
C -2.38 -2.24 -1.84  -1.257
C -2.98 -1.43 0.77  -1.371
C -3.15 0.42 -1.54  -1.427
C 3.54 0.10 -1.72  -1.355
C 3.30 0.59 1.05  -1.292
C 2.52 2.55 -0.80  -1.450
H 2.56 -1.42 -7.06  0.352
H 3.01 -3.13 -4.99  0.482
H -1.37 4.02 0.41  0.451
H -1.78 2.91 -0.92  0.325
H -0.10 3.48 -0.71  0.318
H -2.43 2.29 2.48  0.582
H -2.15 0.54 2.39  0.376
H -3.09 1.39 1.10  0.330
H -0.12 3.03 2.86  0.559
H 1.31 2.80 1.84  0.363
H 0.68 1.45 2.87  0.411
H -3.31 -2.76 -1.53  0.643
H -1.55 -2.95 -1.76  0.324
H -2.51 -1.93 -2.90  0.240
H -3.77 -0.75 1.10  0.451
H -2.27 -1.58 1.59  0.357
H -3.42 -2.41 0.56  0.462
H -4.14 -0.04 -1.73  0.491
H -2.67 0.67 -2.50  0.328
H -3.29 1.34 -0.95  0.354
H 4.51 0.64 -1.67  0.560
H 3.14 0.20 -2.73  0.243
H 3.72 -0.97 -1.52  0.360
H 4.29 1.07 0.93  0.485
H 3.44 -0.47 1.29  0.418
H 2.77 1.08 1.88  0.312
H 3.58 2.77 -0.98  0.548
H 2.16 3.12 0.07  0.364
H 1.95 2.85 -1.70  0.363
C 0.51 -1.55 -4.20  0.818
C 0.65 -0.24 -4.72  -0.393
C -0.37 0.24 -5.53  -0.791
C -1.28 -0.65 -6.11  -0.567
C -1.41 -1.96 -5.63  -0.674
C -0.50 -2.41 -4.68  -0.461
S 1.55 -2.28 -3.00  0.202
H 1.16 -1.47 -1.94  -0.245
H 1.55 0.36 -4.51  0.510
H -0.46 1.32 -5.71  0.563
H -1.87 -0.32 -6.96  0.560
H -2.20 -2.64 -5.99  0.524
H -0.52 -3.44 -4.33  0.547
O 0.50 -1.75 1.80  -0.289
C 0.37 -1.13 0.82  -0.210

Properties
Net charge   +4
Expectation value of S²   6.026
Largest force on an atom   6.61 eV/A
2S+1   5
ΔE to the lowest compared entry with this formula, charge and spin   1.148 eV
E_HOMO (spin up / spin down)   -19.721 / -21.372 eV



Entry 7:
Computed, not measured: C3I6 as an isolated structure at a distorted geometry, with ωB97M-V/def2-TZVPD.

Each line ends with the Mulliken charge.
Positions of all 9 atoms, in Å:
C -0.44 0.07 0.43  0.411
C -0.10 1.53 -0.25  -0.434
C 0.34 -1.10 0.03  -1.199
I -2.10 0.07 1.73  0.176
I -1.16 3.20 0.32  0.152
I 1.26 1.78 -1.79  0.199
I 0.04 -1.70 -2.09  0.236
I 2.47 -0.91 0.48  0.268
I -0.31 -2.95 1.13  0.191

Properties
Largest force on an atom   7.33 eV/A
ΔE to the lowest compared entry with this formula, charge and spin   0.000 eV
E_HOMO (spin up / spin down)   -8.291 / -8.291 eV